Density functional theory data (the ωB97M-V functional and the def2-TZVPD basis) for a cluster of 2 separate species, CHCl2N2O2 in total at a distorted geometry.

Summary:
Gap between HOMO and LUMO ... 6.3 eV
E_LUMO ... 1.942 eV
Energy relative to the best compared isomer or geometry (same formula, charge and spin) ... 0.511 eV

```
! RIJCOSX wB97M-V def2-TZVPD def2/J DEFGRID3
* xyz -1 1
C -0.28160 0.26896 0.69714
N 0.79897 0.66571 0.13585
N 1.08616 0.37688 -1.14616
O 2.30274 0.38660 -1.46622
O 0.18543 0.16501 -1.99772
Cl -2.56937 -2.08499 1.11038
Cl -0.51490 0.61271 2.34147
H -1.00743 -0.39088 0.32526
*
```